No. 1
Here is a molecular structure, C32H39BrGe2O2RuSi2 at a distorted geometry from the OMol25 dataset. Energies are from the ωB97M-V functional and the def2-TZVPD basis.

Last column: Mulliken charge in e.
Atoms and positions in Å:
Ru  -0.39950  -0.69659  -0.44079  0.565
C  -0.97146  -4.20440  -0.03062  -1.276
Si  -1.17885  -2.80969  -1.28244  0.708
C  -0.29219  -3.12386  -2.93061  -1.140
C  -3.02215  -2.44586  -1.53531  0.287
C  -3.93502  -3.49507  -1.63920  -0.616
C  -5.28924  -3.24033  -1.78815  -0.683
C  -5.75020  -1.93101  -1.81330  -0.728
C  -4.85194  -0.87933  -1.70697  -0.734
C  -3.48467  -1.12135  -1.57550  0.670
Si  -2.29656  0.36051  -1.45416  0.865
C  -2.04788  1.15260  -3.15994  -1.071
C  -2.96472  1.60415  -0.19732  -0.971
H  -1.26875  -5.15082  -0.48784  0.484
H  -1.60668  -4.02570  0.83823  0.369
H  0.05918  -4.29851  0.31324  0.338
H  -0.77666  -3.99093  -3.38617  0.383
H  0.76812  -3.34442  -2.80342  0.382
H  -0.39496  -2.28125  -3.61591  0.322
H  -3.58789  -4.52274  -1.60850  0.378
H  -5.98726  -4.06247  -1.87611  0.409
H  -6.80888  -1.73032  -1.91512  0.406
H  -5.22046  0.14094  -1.72222  0.383
H  -3.04339  1.35782  -3.56084  0.455
H  -1.54013  0.48607  -3.85906  0.361
H  -1.49177  2.08832  -3.09365  0.270
H  -3.83192  2.13483  -0.59732  0.476
H  -2.21165  2.34665  0.07333  0.126
H  -3.26582  1.07473  0.70708  0.311
C  2.11378  0.97138  3.39928  -0.959
Ge  2.93255  0.85570  1.60522  0.506
C  3.85331  -0.86393  1.26411  -0.932
C  4.02941  2.50302  1.51776  -1.205
Ge  1.26571  1.01128  -0.40915  -0.565
C  2.40117  0.96744  -2.02948  0.346
C  3.75235  1.29144  -2.01761  0.101
C  4.45469  1.42872  -3.20560  -0.699
C  3.81317  1.23381  -4.42145  -0.591
C  2.47638  0.86540  -4.44706  -0.677
C  1.77567  0.72795  -3.25788  -0.009
C  0.62267  2.86792  -0.33703  -0.018
C  0.46934  3.61206  -1.50915  -0.046
C  -0.07244  4.88673  -1.46012  -0.703
C  -0.47026  5.42737  -0.24395  -0.576
C  -0.32006  4.69633  0.92831  -0.584
C  0.20763  3.41628  0.87678  0.133
H  2.88633  0.70288  4.12295  0.433
H  1.26080  0.31607  3.54882  0.129
H  1.81645  2.00237  3.59008  0.441
H  4.41418  -1.16375  2.14980  0.466
H  4.53744  -0.77279  0.42153  0.397
H  3.10622  -1.62246  1.03885  0.140
H  4.56069  2.58462  2.46710  0.468
H  3.36713  3.36294  1.41573  0.362
H  4.75454  2.52088  0.70831  0.410
H  4.26265  1.43747  -1.07508  -0.060
H  5.50448  1.68982  -3.17728  0.436
H  4.35901  1.36119  -5.34664  0.383
H  1.98071  0.69385  -5.39434  0.449
H  0.72665  0.44327  -3.27484  -0.046
H  0.79483  3.19561  -2.45582  0.461
H  -0.19009  5.45612  -2.37330  0.441
H  -0.90341  6.41847  -0.21243  0.400
H  -0.62341  5.12301  1.87530  0.445
H  0.30557  2.83310  1.78769  0.280
Br  2.18927  -3.96870  5.85158  -0.165
C  0.74124  -2.91383  5.22718  -0.351
C  -0.26768  -2.54058  6.10341  -0.285
C  -1.29698  -1.72732  5.64870  -0.810
C  -1.32665  -1.30899  4.32975  -0.166
C  -0.32163  -1.71555  3.45585  -0.230
C  0.72148  -2.52017  3.90369  0.099
C  -0.34121  -1.26181  2.04693  1.811
O  -1.26595  -0.50301  1.62175  -1.138
O  0.57089  -1.62574  1.24882  -1.254
H  -0.25525  -2.88374  7.12843  0.437
H  -2.06874  -1.41102  6.33721  0.430
H  -2.11571  -0.67149  3.95433  0.430
H  1.50442  -2.82161  3.22152  0.507

Forces on the atoms, in the same order (eV/Å):
Ru -0.6200 0.1562 1.7429
C 0.2521 0.5872 -0.0816
Si -0.6315 -0.7122 -0.7848
C 0.1330 0.4398 0.5800
C 0.5556 0.2295 0.1859
C 0.0503 -0.1383 0.0559
C -0.0072 -0.0283 -0.0117
C -0.0021 0.0662 -0.0110
C -0.0444 -0.1115 -0.0069
C 0.2203 0.5192 -0.1036
Si -1.0020 -0.1793 0.4009
C 0.3427 -0.2896 0.3580
C 0.1763 -0.2311 -0.3102
H -0.0452 0.0282 -0.0856
H -0.0221 -0.0114 -0.0156
H -0.0005 -0.0200 -0.0384
H -0.0691 -0.0202 0.0411
H -0.0073 -0.0322 -0.0142
H -0.0352 -0.0254 -0.0288
H -0.0577 -0.0113 0.0291
H 0.0049 -0.0021 -0.0034
H 0.0005 -0.0164 -0.0037
H -0.0445 -0.0216 -0.0035
H -0.0459 0.0011 0.0543
H -0.0481 0.0150 -0.0347
H -0.0159 0.0004 0.0073
H -0.0127 -0.0103 -0.0259
H -0.0116 0.0133 -0.0478
H -0.0012 0.0056 -0.0005
C 0.0514 -0.0633 -0.3881
Ge -0.4079 -0.3366 -0.1079
C -0.1210 0.4669 0.1229
C -0.2156 -0.2931 -0.2024
Ge 2.6947 1.6649 0.5224
C -0.8699 -0.4120 -0.1572
C -0.0010 -0.0611 0.1893
C -0.0042 0.0042 -0.0056
C 0.0484 -0.0110 0.0430
C -0.0731 -0.0492 -0.1056
C 0.1361 0.0207 0.1034
C -0.7218 -0.5500 -0.3468
C 0.0633 -0.0242 0.0558
C 0.0239 0.0269 -0.0590
C -0.0121 -0.0348 0.0178
C 0.0154 0.0947 -0.0219
C 0.1098 -0.1676 0.0883
H -0.0008 -0.0206 -0.0116
H 0.0050 0.0099 0.0135
H -0.0155 -0.0070 -0.0054
H 0.0245 -0.0035 -0.0147
H 0.0066 0.0008 0.0036
H -0.0034 -0.0024 0.0392
H -0.0158 -0.0341 0.0172
H 0.0141 0.0086 0.0044
H 0.0081 -0.0159 -0.0026
H 0.0548 0.0586 -0.0160
H -0.0038 0.0140 -0.0293
H -0.0009 -0.0249 -0.0051
H -0.0002 -0.0064 0.0086
H -0.0012 0.0905 -0.1214
H -0.0437 0.0385 -0.0222
H 0.0146 0.0244 0.0208
H 0.0191 0.0061 0.0187
H -0.0080 -0.0145 0.0049
H -0.0632 0.0370 0.0108
Br -0.1597 0.0665 -0.0495
C 0.1594 -0.1448 0.0670
C -0.0353 0.0304 -0.0445
C -0.0078 0.0275 0.0381
C 0.0021 0.0270 -0.1622
C -0.1769 0.1243 0.0692
C 0.0484 0.0067 -0.1139
C 0.4865 -0.4309 0.5595
O 0.2514 0.1610 -1.9969
O -0.2988 -0.4978 0.0463
H 0.0669 0.0350 0.0119
H -0.0284 -0.0406 -0.0200
H -0.0302 -0.0034 0.0762
H 0.0044 0.0044 0.0133

Summary:
- Energy above the lowest of the compared OMol25 structures with the same formula, charge and spin: 1.8238 eV
- Multiplicity: 2
- Charge: +1
- Gap between HOMO and LUMO (alpha / beta): 6.160 / 6.092 eV
- Largest force on an atom: 0.0624 Eh/bohr



No. 2
Here is a molecular structure, C32H39N6P2SSe2V from the OMol25 dataset. Energies are from the ωB97M-V functional and the def2-TZVPD basis.

Last column: natural (NBO) charge in e.
Atoms and positions in Å:
V  0.43623  -0.12689  -0.16231  1.218
N  0.48369  0.10303  -2.32246  -0.858
C  -0.60037  1.00844  -2.80089  -0.237
C  -1.81296  0.91297  -1.88173  -0.245
N  -1.42514  0.93707  -0.44245  -0.662
C  -1.26121  2.30188  0.12679  -0.240
C  0.10230  2.90098  -0.21381  -0.238
N  1.20399  1.90169  -0.03857  -0.863
H  1.37391  0.41258  -2.69971  0.407
H  0.36241  -0.83392  -2.69706  0.407
H  -0.89539  0.77816  -3.82215  0.239
H  -0.20703  2.01891  -2.81648  0.212
H  -2.34456  -0.01680  -2.06258  0.232
H  -2.50590  1.72659  -2.10634  0.234
H  -2.15979  0.47125  0.08330  0.428
H  -1.38588  2.22920  1.20269  0.237
H  -2.04069  2.97367  -0.23965  0.231
H  0.26791  3.77612  0.41105  0.243
H  0.12078  3.25094  -1.24129  0.211
H  1.55842  1.96497  0.91377  0.422
H  1.97947  2.15729  -0.64286  0.400
Se  6.07152  -2.72122  1.63043  -0.410
P  4.36700  -3.80251  2.13399  1.229
C  3.96302  -3.85598  3.90107  -0.436
C  4.84223  -3.28240  4.81401  -0.171
C  4.60752  -3.41129  6.17555  -0.202
C  3.48728  -4.09554  6.63008  -0.201
C  2.60082  -4.66154  5.72138  -0.167
C  2.85004  -4.55840  4.36096  -0.222
C  4.27854  -5.51934  1.57330  -0.341
C  4.20442  -5.79487  0.20757  -0.207
C  4.23108  -7.10843  -0.23118  -0.203
C  4.34942  -8.14989  0.68123  -0.174
C  4.45312  -7.87547  2.03721  -0.192
C  4.42080  -6.56278  2.48477  -0.213
C  2.92898  -2.94304  1.37258  -0.180
C  1.88718  -2.14694  1.86518  -0.295
N  1.39031  -1.54574  0.76700  -0.396
N  2.01226  -1.92910  -0.30169  -0.119
N  2.94255  -2.79964  0.02654  -0.213
P  1.19054  -1.37563  3.32740  1.398
Se  -0.02135  0.26057  2.40339  -0.375
C  2.51005  -0.72033  4.33472  -0.362
C  2.53871  -0.87771  5.71657  -0.179
C  3.57839  -0.31159  6.44041  -0.199
C  4.59007  0.37691  5.78967  -0.158
C  4.57701  0.50527  4.40369  -0.181
C  3.53239  -0.03116  3.67584  -0.198
C  0.07624  -2.42608  4.25102  -0.443
C  -0.59452  -1.88128  5.34732  -0.172
C  -1.50136  -2.65532  6.04993  -0.194
C  -1.75442  -3.96420  5.65361  -0.157
C  -1.10463  -4.49864  4.54887  -0.201
C  -0.19080  -3.72967  3.84490  -0.176
H  5.71789  -2.75796  4.44802  0.255
H  5.30739  -2.98286  6.88395  0.232
H  3.31440  -4.20547  7.69461  0.231
H  1.73462  -5.21215  6.07237  0.219
H  2.20006  -5.06566  3.65536  0.218
H  4.15311  -4.98640  -0.51073  0.238
H  4.17997  -7.32009  -1.29211  0.227
H  4.37621  -9.17503  0.33260  0.231
H  4.57023  -8.68075  2.75153  0.229
H  4.52308  -6.36126  3.54374  0.227
H  1.77576  -1.44883  6.22948  0.235
H  3.60261  -0.42627  7.51701  0.238
H  5.40287  0.80794  6.36043  0.239
H  5.38423  1.01787  3.89612  0.238
H  3.52432  0.05901  2.59718  0.214
H  -0.42054  -0.85377  5.64858  0.234
H  -2.01572  -2.23472  6.90490  0.241
H  -2.46555  -4.56625  6.20586  0.240
H  -1.30512  -5.51628  4.23750  0.236
H  0.32514  -4.15184  2.99077  0.222
C  -1.05934  -3.35124  0.50892  -0.730
S  -1.25713  -2.10903  -0.77018  0.291
C  -0.61378  -3.02291  -2.18888  -0.751
H  -0.02972  -3.70519  0.53866  0.229
H  -1.73378  -4.18162  0.30929  0.253
H  -1.33029  -2.88436  1.45526  0.252
H  -1.12851  -3.97945  -2.25040  0.265
H  0.46014  -3.18240  -2.09131  0.245
H  -0.85115  -2.47520  -3.10231  0.231

Forces on the atoms, in the same order (eV/Å):
V -0.5641 -0.3465 0.1553
N -0.1132 0.0994 0.0091
C -0.0410 -0.0415 0.1587
C 0.0978 0.1096 -0.0402
N 0.2282 0.3288 -0.1122
C 0.0884 0.1538 -0.1897
C -0.0886 -0.0998 0.0501
N -0.0352 0.0795 0.0232
H 0.1057 0.0133 0.0086
H -0.0097 0.0018 -0.0464
H -0.0192 -0.0663 -0.0692
H 0.0711 0.0572 -0.0028
H -0.0370 -0.1068 0.0167
H -0.0102 -0.0003 0.0205
H 0.0043 -0.0064 0.0045
H 0.0135 -0.0475 0.1154
H -0.0339 -0.0254 -0.0081
H 0.0437 0.0272 0.0466
H 0.0320 -0.0133 -0.0517
H -0.0015 -0.0063 0.0221
H 0.0508 0.0011 -0.0128
Se 0.0880 0.1002 -0.0212
P -0.1715 -0.0799 0.1853
C 0.0708 -0.0084 0.0051
C 0.0450 0.0033 0.0035
C -0.0045 -0.0337 0.0448
C 0.0404 0.0104 0.0041
C -0.0299 -0.0423 -0.0003
C -0.0785 0.0397 -0.0094
C 0.0213 0.0869 -0.0155
C 0.0100 -0.0050 -0.0460
C 0.0010 -0.0087 -0.0408
C -0.0050 -0.0006 0.0238
C -0.0004 -0.0294 -0.0196
C 0.0224 -0.0410 0.0552
C -0.1239 -0.1093 0.0518
C 0.0686 0.3097 0.0606
N -0.2333 0.1452 0.0951
N 0.3728 -0.6738 -0.4128
N 0.1751 0.2601 -0.1982
P -0.0351 0.1183 -0.0370
Se -0.0351 -0.1520 0.2310
C -0.0096 -0.0373 -0.0314
C -0.0673 0.0186 0.0268
C -0.0019 0.0192 0.0430
C -0.0041 -0.0010 0.0001
C -0.0008 0.0106 -0.0016
C 0.0258 -0.0329 0.0579
C 0.0140 0.0149 -0.0639
C -0.0145 0.0831 0.0045
C -0.0374 -0.0411 0.0373
C 0.0039 0.0126 0.0116
C -0.0155 -0.0075 0.0109
C 0.0428 -0.0552 -0.0546
H -0.0271 -0.0188 0.0011
H -0.0445 -0.0336 -0.0457
H 0.0003 0.0091 -0.0546
H 0.0573 0.0387 -0.0171
H 0.0611 0.0265 0.0502
H -0.0177 0.0068 0.0282
H -0.0047 0.0022 0.0422
H 0.0078 0.0451 0.0137
H -0.0040 0.0203 -0.0382
H 0.0030 -0.0232 -0.0547
H 0.0457 0.0261 -0.0294
H 0.0019 0.0102 -0.0440
H -0.0208 -0.0138 -0.0107
H -0.0372 -0.0262 0.0123
H 0.0321 0.0022 -0.0698
H -0.0154 -0.0342 -0.0208
H 0.0170 -0.0288 -0.0396
H 0.0318 0.0264 -0.0259
H 0.0026 0.0335 0.0156
H -0.0437 0.0363 0.0238
C -0.0333 -0.0832 0.0598
S 0.0901 -0.0248 0.1022
C -0.0028 -0.0052 -0.0390
H -0.0054 0.0180 0.0060
H -0.0252 0.0251 -0.0160
H 0.0331 -0.0230 -0.0154
H -0.0184 -0.0020 0.0379
H -0.0090 0.0154 0.0016
H 0.0101 -0.0101 0.0290

Summary:
- Energy above the lowest of the compared OMol25 structures with the same formula, charge and spin: 0.2616 eV
- Multiplicity: 3
- Charge: +2
- Gap between HOMO and LUMO (alpha / beta): 6.037 / 6.743 eV
- Largest force on an atom: 0.0170 Eh/bohr